Version A
DFT (ωB97M-V with the def2-TZVPD basis set) results for a 10-piece molecular cluster, C5H27NO10 overall.

The geometry in XYZ format:
```
43
Properties=species:S:1:pos:R:3
O 2.4660 2.4989 2.1507
C 1.8902 1.8272 1.3206
N 0.6994 1.1745 1.5429
C 0.2890 0.8983 2.9155
C 0.3161 -0.6306 3.0625
C 0.2750 -1.1990 1.6224
C 0.3551 0.0281 0.7025
H 2.2393 1.7286 0.2950
H 0.9328 1.4020 3.6141
H -0.7314 1.2572 3.0624
H -0.5281 -0.9806 3.6590
H 1.2283 -0.9437 3.5717
H -0.6438 -1.7435 1.4492
H 1.1072 -1.8770 1.4722
H -0.6143 0.2138 0.2449
H 1.0420 -0.1033 -0.1341
O -3.1551 0.6732 1.2639
H -3.3088 0.0480 0.5164
H -4.0391 0.8915 1.5734
O -1.5225 2.7637 0.5807
H -0.7053 2.5304 1.0553
H -2.1524 2.0480 0.8262
O 1.3448 0.4811 -3.2609
H 2.1086 0.2154 -2.7084
H 1.0054 1.2968 -2.8688
O -3.5354 -1.0626 -0.8508
H -4.3107 -0.8605 -1.3883
H -2.7654 -1.0087 -1.4458
O 2.5661 -2.7615 -0.7348
H 2.7958 -3.5326 -1.2451
H 1.5823 -2.7268 -0.7697
O -0.8057 2.1951 -1.9138
H -1.0325 2.4280 -0.9724
H -1.2650 2.8419 -2.4722
O -1.0919 -0.4799 -2.5075
H -1.1576 0.4523 -2.2149
H -0.2207 -0.4839 -2.9543
O 3.4071 -0.3894 -1.6573
H 4.1670 -0.0881 -1.1362
H 3.1117 -1.2660 -1.3274
O -0.1396 -2.6299 -1.0770
H -0.4776 -1.7905 -1.4772
H -0.7262 -3.3362 -1.3848
```

Computed properties:
- SMILES = O=CN1CCCC1.O.O.O.O.O.O.O.O.O

Löwdin population analysis, charges in e, atoms 1 to 6: 0.036, -0.297, -0.114, -0.135, -0.133, -0.140

Version B
DFT (ωB97M-V with the def2-TZVPD basis set) results for a 9-piece molecular cluster, C5H27NO10 overall.

The geometry in XYZ format:
```
43
Properties=species:S:1:pos:R:3
C -1.1868 1.3878 -4.0053
C 0.2793 1.0844 -3.8735
N 0.7250 -0.0525 -3.0523
C 1.3743 0.1868 -1.8189
O 1.5717 1.3056 -1.3232
C 1.8918 -0.9432 -0.9391
C 0.6529 -1.6125 -0.1507
O -0.5108 -0.6586 -0.2367
H -1.4552 2.4395 -4.4322
H -1.6887 0.6329 -4.6418
H -1.7152 1.2783 -3.0238
H 0.8842 1.8656 -3.3835
H 0.7336 1.0229 -4.8070
H 0.1343 -0.8556 -2.8977
H 2.6394 -0.5882 -0.3266
H 2.4857 -1.7237 -1.4493
H 0.2532 -2.5388 -0.7913
H 0.7791 -1.7974 0.9178
H -1.2338 -0.9419 0.5264
O 2.1998 1.1815 1.2419
H 1.9507 1.3725 0.2743
H 3.1550 1.2990 1.2157
O -2.6551 0.3035 2.7046
H -2.0496 -0.4421 2.8568
H -3.3196 0.2906 3.3630
O -2.8668 2.6697 -0.5764
H -3.2726 3.3563 -0.2008
H -2.7017 2.1399 0.3061
O -2.2949 -3.7509 -0.0403
H -2.6776 -3.9187 -0.8804
H -1.5209 -4.0083 0.3017
O -0.3041 2.5767 -0.0182
H -0.9787 2.4469 -0.7692
H 0.4996 2.2068 -0.5358
O -1.1548 -1.8816 3.5123
H -1.4461 -2.6350 3.8104
H -0.1969 -1.7644 3.5769
O 2.4460 -1.9587 2.1563
H 2.3978 -1.0222 2.0219
H 2.4723 -1.9254 3.1843
O 1.1708 0.4506 3.3699
H 1.6690 0.8686 2.5715
H 0.2445 0.7874 2.9833
```

Computed properties:
- SMILES = CCNC(=O)CCO.O.O.O.O.O.O.O.O

Löwdin population analysis, charges in e, atoms 1 to 6: -0.084, -0.245, 0.087, -0.372, -0.022, -0.061

Stability, highest: version A

Version A
DFT (ωB97M-V with the def2-TZVPD basis set) results for C16H34AsMnN3O3SSeSi as an isolated structure.

The geometry in XYZ format:
```
61
Properties=species:S:1:pos:R:3
Mn 0.2757 0.1173 0.3728
O -0.5433 -1.0740 -0.8651
N -1.7891 -1.5334 -0.7005
C -2.2546 -2.3530 -1.6665
C -3.5231 -2.8614 -1.5876
C -4.3143 -2.5236 -0.4862
C -3.8074 -1.7033 0.4919
C -2.5061 -1.1919 0.3968
S -1.7575 -0.1919 1.5717
H -1.5551 -2.5572 -2.4624
H -3.8819 -3.5138 -2.3685
H -5.3182 -2.9149 -0.4009
H -4.3884 -1.4360 1.3620
C 3.2207 -3.2238 2.1148
Si 2.4208 -2.9607 0.4360
C 3.3462 -3.9189 -0.8775
C 0.6475 -3.5593 0.5452
Se 2.5757 -0.7383 -0.1661
H 3.2666 -4.2901 2.3391
H 2.6439 -2.7476 2.9079
H 4.2396 -2.8383 2.1449
H 3.4014 -4.9754 -0.6120
H 4.3639 -3.5479 -0.9981
H 2.8431 -3.8333 -1.8400
H 0.6815 -4.5856 0.9193
H 0.1639 -3.5720 -0.4294
H 0.0360 -2.9777 1.2360
C -3.2463 1.1476 -2.5430
N -1.8352 1.4055 -2.3365
C -0.9249 0.7709 -3.2703
C -1.3498 2.0612 -1.2552
O -0.2067 1.8013 -0.8052
N -2.1307 2.9881 -0.6478
C -3.0328 3.8559 -1.3846
C -1.7215 3.4900 0.6513
H -3.3783 0.0773 -2.7260
H -3.6498 1.6888 -3.4017
H -3.8096 1.4157 -1.6526
H -1.0620 1.1969 -4.2669
H -1.1247 -0.3002 -3.3230
H 0.1012 0.9207 -2.9462
H -3.0021 3.6269 -2.4446
H -2.7109 4.8919 -1.2526
H -4.0596 3.7626 -1.0243
H -1.1888 2.7197 1.2000
H -2.6130 3.7796 1.2061
H -1.0729 4.3652 0.5419
C 3.3619 0.4094 3.2438
As 2.4325 1.7620 2.2730
C 2.0306 3.1783 3.4921
C 3.4792 2.4938 0.8468
O 0.9116 1.2508 1.7487
H 4.2793 0.8348 3.6496
H 3.5881 -0.4075 2.5645
H 2.7170 0.0686 4.0538
H 2.9477 3.5640 3.9346
H 1.3753 2.7917 4.2707
H 1.5214 3.9717 2.9467
H 3.9227 3.4297 1.1829
H 2.8015 2.6742 0.0106
H 4.2452 1.7844 0.5417
```

Computed properties:
- multiplicity = 5
- <S²> = 6.12
- net charge = +1

Löwdin population analysis, charges in e, atoms 1 to 6: 0.493, -0.301, -0.167, -0.028, -0.035, -0.039

Version B
DFT (ωB97M-V with the def2-TZVPD basis set) results for C16H34AsMnN3O3SSeSi as an isolated structure.

The geometry in XYZ format:
```
61
Properties=species:S:1:pos:R:3
Mn 0.4649 -0.0408 -1.0247
O 2.3401 0.5507 -1.2110
N 2.6219 1.8540 -1.2375
C 3.9190 2.2101 -1.1114
C 4.2832 3.5264 -1.1515
C 3.2913 4.4939 -1.3313
C 1.9807 4.1062 -1.4609
C 1.6307 2.7508 -1.4106
S 0.0141 2.1663 -1.5954
H 4.5945 1.3793 -0.9802
H 5.3241 3.7916 -1.0456
H 3.5525 5.5423 -1.3673
H 1.1879 4.8266 -1.6007
C -4.7920 -0.3518 -0.4451
Si -3.2838 0.7407 -0.5957
C -3.7049 2.2740 -1.5653
C -2.6305 1.1679 1.1051
Se -1.7932 -0.5912 -1.7208
H -5.5933 0.1973 0.0578
H -4.5803 -1.2510 0.1345
H -5.1630 -0.6623 -1.4228
H -4.5014 2.8113 -1.0427
H -4.0689 2.0157 -2.5604
H -2.8579 2.9529 -1.6799
H -3.4005 1.7452 1.6270
H -1.7222 1.7683 1.0606
H -2.4225 0.2716 1.6884
C 1.0634 0.7357 4.4658
N 0.7893 0.8941 3.0471
C 1.3444 2.0575 2.3579
C 0.2660 -0.0658 2.2524
O 0.4210 0.0445 1.0155
N -0.4222 -1.1151 2.7540
C -1.2525 -1.1104 3.9452
C -0.6208 -2.2745 1.8970
H 1.9581 1.3074 4.7051
H 1.2649 -0.3096 4.6984
H 0.2603 1.0996 5.1050
H 1.6432 2.7899 3.1035
H 0.5965 2.5092 1.7055
H 2.2081 1.7786 1.7524
H -1.2761 -0.1381 4.4170
H -0.9150 -1.8566 4.6673
H -2.2768 -1.3545 3.6521
H 0.1458 -2.3106 1.1273
H -1.6016 -2.2466 1.4108
H -0.5604 -3.1688 2.5191
C -0.5879 -4.2064 -2.0637
As 0.8768 -3.0304 -2.4133
C 2.4907 -4.0540 -2.4109
C 0.6830 -2.2029 -4.1263
O 1.0354 -1.8951 -1.1846
H -0.6418 -4.9622 -2.8456
H -1.5058 -3.6200 -2.0333
H -0.4204 -4.6840 -1.0999
H 2.4460 -4.8295 -3.1743
H 2.6129 -4.5073 -1.4292
H 3.3260 -3.3852 -2.6074
H 0.7375 -2.9618 -4.9056
H 1.4952 -1.4877 -4.2492
H -0.2736 -1.6856 -4.1676
```

Computed properties:
- multiplicity = 5
- <S²> = 6.20
- net charge = +1

Löwdin population analysis, charges in e, atoms 1 to 6: 0.402, -0.231, -0.187, -0.005, -0.037, -0.044

Stability, highest: version B

Version A
DFT (ωB97M-V with the def2-TZVPD basis set) results for a 2-piece molecular cluster, C7H15O2 overall.

The geometry in XYZ format:
```
24
Properties=species:S:1:pos:R:3
O -0.8696 2.2148 -0.4824
O -1.8378 2.1386 -1.2989
C -1.6545 -2.8282 0.0138
C -0.4799 -1.8938 0.4844
C -0.6821 -0.4559 -0.0438
C 0.2294 0.6546 0.2795
C 0.2445 1.1071 1.6755
C 1.5079 0.6936 -0.4936
C 1.6926 1.9162 -1.3525
H -1.4351 -3.8597 0.3827
H -2.6422 -2.5024 0.4271
H -1.7489 -2.8810 -1.1016
H -0.4114 -1.9625 1.5882
H 0.4712 -2.3456 0.1531
H -0.7507 -0.5525 -1.1466
H -1.6744 -0.1610 0.3310
H 1.2218 1.5455 1.8892
H -0.5816 1.8006 1.8934
H 0.1778 0.3011 2.4162
H 2.3412 0.6364 0.2289
H 1.6005 -0.2103 -1.1179
H 2.6554 1.8218 -1.8615
H 0.9289 2.0051 -2.1202
H 1.6967 2.8174 -0.7443
```

Computed properties:
- multiplicity = 4
- <S²> = 3.76

Löwdin population analysis, charges in e, atoms 1 to 6: -0.036, 0.091, -0.122, -0.243, -0.226, -0.408

Version B
DFT (ωB97M-V with the def2-TZVPD basis set) results for a 2-piece molecular cluster, C7H15O2 overall.

The geometry in XYZ format:
```
24
Properties=species:S:1:pos:R:3
O -2.2475 0.0494 0.7029
O -3.4635 -0.0491 1.0644
C 1.2158 -2.9689 -1.2112
C 1.6347 -1.5261 -0.9529
C 0.4634 -0.7488 -0.3528
C 0.7334 0.7221 -0.0400
C -0.5135 1.3555 0.5448
C -0.5231 1.5391 2.0043
C -1.3060 2.1967 -0.3641
H 2.0310 -3.5503 -1.6426
H 0.8990 -3.4510 -0.2823
H 0.3631 -3.0064 -1.8946
H 2.4981 -1.4873 -0.2771
H 1.9682 -1.0463 -1.8817
H -0.4009 -0.8353 -1.0384
H 0.1290 -1.2726 0.5632
H 1.5800 0.7947 0.6702
H 1.0401 1.2432 -0.9673
H -1.3538 2.1885 2.3246
H -0.6202 0.5794 2.5421
H 0.4250 1.9887 2.3564
H -2.0628 2.7815 0.1835
H -0.6589 2.9006 -0.9183
H -1.8305 1.6027 -1.1330
```

Computed properties:
- multiplicity = 4
- <S²> = 3.76

Löwdin population analysis, charges in e, atoms 1 to 6: -0.054, 0.077, -0.124, -0.276, -0.243, -0.181

Stability, highest: version B

Version A
DFT (ωB97M-V with the def2-TZVPD basis set) results for a 2-piece molecular cluster, C3H9O overall.

The geometry in XYZ format:
```
13
Properties=species:S:1:pos:R:3
O 0.7460 2.3249 2.0499
H 1.1154 3.2062 2.1829
C -0.7996 -1.6335 -0.5751
C 0.2181 -0.6725 0.0010
C 0.1507 0.7549 -0.5206
H -1.8242 -1.3199 -0.3895
H -0.7005 -2.6289 -0.1351
H -0.6904 -1.7464 -1.6532
H 1.2355 -1.0631 -0.1605
H 0.1123 -0.6002 1.0872
H 0.6745 1.3837 0.2168
H 0.6409 0.8969 -1.4967
H -0.8787 1.0979 -0.6072
```

Computed properties:
- net charge = -1

Löwdin population analysis, charges in e, atoms 1 to 6: -0.634, -0.217, -0.155, -0.338, -0.154, 0.059

Version B
DFT (ωB97M-V with the def2-TZVPD basis set) results for a 2-piece molecular cluster, C3H9O overall.

The geometry in XYZ format:
```
13
Properties=species:S:1:pos:R:3
O -2.3702 -1.3470 -0.1085
H -2.9853 -1.2848 -0.8561
C 0.8957 -0.1741 1.2618
C 0.3714 -0.2801 -0.2038
C 0.1098 1.0582 -0.8534
H 0.2272 -0.4783 2.0645
H 1.7590 -0.7948 1.3928
H 1.3200 0.8296 1.4444
H 1.1653 -0.8271 -0.7316
H -0.5778 -0.8775 -0.1897
H -0.1106 0.8528 -1.9003
H 0.9533 1.7489 -0.8767
H -0.7577 1.5741 -0.4434
```

Computed properties:
- net charge = -1

Löwdin population analysis, charges in e, atoms 1 to 6: -0.610, -0.194, -0.132, -0.331, -0.160, 0.057

Stability, highest: version A

Version A
DFT (ωB97M-V with the def2-TZVPD basis set) results for a single C6H15NS molecule.

The geometry in XYZ format:
```
23
Properties=species:S:1:pos:R:3
C -0.8733 -1.2831 -1.5964
C -0.0785 -1.8945 -0.4291
C -0.7246 -1.6074 0.9219
N -0.2926 -0.3380 1.5335
C 0.9923 0.2259 1.2080
C 0.9621 1.1562 -0.0119
C -0.1788 2.1282 0.0454
S 0.0740 3.6860 -0.9097
H -1.4667 -0.4414 -1.2377
H -1.5611 -1.9969 -2.0616
H -0.2384 -0.9067 -2.4037
H -0.1082 -2.9747 -0.5567
H 0.9587 -1.5781 -0.4702
H -0.5485 -2.4470 1.6050
H -1.7980 -1.5235 0.7393
H -0.4452 -0.3877 2.5285
H 1.2561 0.8784 2.0555
H 1.8756 -0.4340 1.1744
H 1.0983 0.6303 -0.9580
H 1.8962 1.7272 -0.0083
H -0.3113 2.5090 1.0603
H -1.1469 1.7471 -0.2537
H 0.6587 3.1246 -1.9749
```

Computed properties:
- SMILES = CCCNCCCS

Löwdin population analysis, charges in e, atoms 1 to 6: -0.107, -0.243, -0.222, -0.068, -0.264, -0.285

Version B
DFT (ωB97M-V with the def2-TZVPD basis set) results for a single C6H15NS molecule.

The geometry in XYZ format:
```
23
Properties=species:S:1:pos:R:3
C 1.8663 2.5041 -1.1628
C 0.5265 1.8298 -1.4093
C 0.4874 1.2290 -2.8229
N 0.3063 0.8189 -0.3563
C -1.0828 0.7137 0.0399
C -1.3797 -0.4109 1.0420
C -0.1771 -0.9990 1.7917
S -0.1766 -2.8516 1.6750
H 1.8735 3.0672 -0.2337
H 2.6796 1.7809 -1.0852
H 2.1186 3.1499 -2.0066
H -0.2396 2.5966 -1.2652
H 0.0415 0.2364 -2.8352
H 1.5000 1.1188 -3.2009
H -0.0764 1.8694 -3.4908
H 0.6819 -0.0618 -0.6876
H -1.7380 0.5742 -0.8388
H -1.3492 1.6819 0.4698
H -1.9537 -1.2292 0.6005
H -2.0463 -0.0142 1.8120
H -0.1438 -0.7132 2.8334
H 0.7645 -0.7125 1.3473
H 0.1488 -3.1241 2.9276
```

Computed properties:
- SMILES = CC(C)NCCCS

Löwdin population analysis, charges in e, atoms 1 to 6: -0.083, -0.451, -0.056, -0.074, -0.242, -0.251

Stability, highest: version B

Version A
DFT (ωB97M-V with the def2-TZVPD basis set) results for a single C7H9N3O2 molecule.

The geometry in XYZ format:
```
21
C7H9N3O2 | the OMol25 dataset | ωB97M-V with the def2-TZVPD basis set
C 2.1808 -1.4770 0.4658
C 0.9343 -1.0552 -0.0619
C 1.1787 0.2661 -0.4282
C -0.2169 -1.9575 -0.1472
C -2.0161 -0.2673 0.0753
C 3.0950 1.8217 -0.1992
C -3.9501 0.9624 0.3130
N 3.0578 -0.5002 0.4492
N 2.4407 0.5489 -0.0954
N -1.5276 -1.4720 -0.2644
O -0.0751 -3.1629 -0.1159
O -3.3476 -0.2731 -0.0171
H 2.4342 -2.4443 0.8513
H 0.5206 0.9771 -0.8846
H 2.9018 2.4208 0.6948
H 4.1660 1.6619 -0.2862
H 2.7275 2.3588 -1.0723
H -3.1889 1.7433 0.3632
H -4.4487 0.8777 1.2805
H -4.6857 1.2055 -0.4523
H -2.1809 -2.2346 -0.4684
```

Löwdin population analysis, charges in e, atoms 1 to 6: -0.084, -0.126, -0.015, -0.417, -0.085, -0.017

Version B
DFT (ωB97M-V with the def2-TZVPD basis set) results for a single C7H9N3O2 molecule.

The geometry in XYZ format:
```
21
Properties=species:S:1:pos:R:3
C -0.7641 0.3310 1.5195
C -0.4453 -0.0146 0.0470
C -0.7912 1.2031 -0.9476
C -1.3436 -1.1897 -0.3567
C 1.0570 -0.3721 -0.1388
C 1.5229 -1.5265 0.5942
N 2.0309 -2.4114 1.0852
C 1.3639 -0.3652 -1.5239
N 1.5840 -0.1874 -2.6267
N 1.8834 0.9710 0.4966
O 1.9274 1.0120 1.7014
O 2.1173 1.8143 -0.2671
H -0.2856 -0.5792 1.9989
H -1.9267 0.2482 1.5621
H -0.4279 1.3550 1.8480
H -0.1114 2.0916 -0.9184
H -0.7813 0.8937 -2.0409
H -1.7622 1.5213 -0.5977
H -1.2386 -1.8066 -1.2726
H -2.3307 -0.7815 -0.3615
H -1.2781 -2.2070 0.1989
```

Computed properties:
- SMILES = CC(C)(C)C(C#N)(C#N)[N+](=O)[O-]

Löwdin population analysis, charges in e, atoms 1 to 6: -0.038, -0.523, -0.027, -0.067, -0.262, -0.163

Stability, highest: version A